{
  "formula": "C28H46BFN4O16S2",
  "method": "wB97M-V/def2-TZVPD",
  "elements": ["N", "C", "O", "C", "C", "C", "C", "B", "N", "O", "C", "N", "C", "S", "C", "S", "O", "O", "F", "C", "O", "N", "O", "C", "O", "H", "H", "H", "H", "C", "O", "C", "C", "O", "C", "C", "O", "C", "H", "H", "H", "H", "H", "H", "H", "H", "H", "H", "H", "H", "H", "H", "C", "O", "C", "C", "O", "C", "C", "O", "C", "H", "H", "H", "H", "H", "H", "H", "H", "H", "H", "H", "H", "H", "H", "C", "O", "C", "C", "O", "C", "C", "O", "C", "H", "H", "H", "H", "H", "H", "H", "H", "H", "H", "H", "H", "H", "H"],
  "xyz": [[-4.3641, 3.6647, -5.2606], [-3.2297, 3.5242, -5.1006], [-1.9521, 3.3340, -4.9057], [-1.6858, 2.1507, -4.2106], [-1.7888, 0.9538, -4.8614], [-1.5512, -0.2287, -4.1722], [-1.2024, -0.2659, -2.8386], [-0.9449, -1.5921, -1.9895], [-2.0394, -2.4527, -1.5995], [0.3379, -1.8592, -1.6209], [-1.0826, 0.9627, -2.1946], [-0.6781, 0.9541, -0.8285], [0.5231, 1.0916, -0.6522], [2.0156, 1.3967, -0.4309], [-1.3376, 2.1784, -2.8641], [-1.2196, 3.7621, -2.0833], [-0.3044, 4.5405, -2.8325], [-1.1497, 3.6413, -0.6768], [-2.6495, 4.2842, -2.4059], [-1.7605, -1.3564, -5.1172], [-1.6045, -2.5186, -4.9071], [-2.1832, -0.7980, -6.3799], [-3.4983, -1.2352, -6.7130], [-2.1313, 0.6461, -6.2738], [-2.2801, 1.3959, -7.1813], [-2.9062, -2.2063, -2.0618], [-2.2386, -2.4207, -0.6040], [0.3664, -2.4192, -0.8369], [-4.0648, -1.0419, -5.9506], [5.9754, 3.1835, 5.3474], [5.3060, 4.0542, 4.4659], [5.6771, 5.4071, 4.6658], [5.3074, 6.2487, 3.4668], [6.2206, 6.1498, 2.3858], [6.1526, 4.9773, 1.5913], [4.9820, 4.9510, 0.6364], [3.8010, 4.5640, 1.3146], [2.6345, 4.8808, 0.5908], [5.7569, 3.4271, 6.3940], [5.6256, 2.1741, 5.1405], [7.0602, 3.2209, 5.1924], [6.7579, 5.4812, 4.8381], [5.1506, 5.7943, 5.5498], [5.3496, 7.2954, 3.7746], [4.2862, 6.0311, 3.1460], [6.1609, 4.0766, 2.2093], [7.0668, 4.9880, 0.9945], [5.1889, 4.2276, -0.1661], [4.8552, 5.9445, 0.1888], [2.5398, 5.9622, 0.4380], [1.7839, 4.5354, 1.1764], [2.6208, 4.3789, -0.3834], [0.5778, -5.6040, -5.0550], [0.1139, -6.1900, -3.8612], [-0.7042, -5.2977, -3.1205], [-1.5391, -6.0515, -2.1132], [-2.6950, -6.6643, -2.6652], [-2.4961, -7.8593, -3.4017], [-2.2502, -9.0785, -2.5432], [-0.9026, -9.1290, -2.1108], [-0.7254, -10.0101, -1.0279], [1.1724, -4.7042, -4.8533], [1.2065, -6.3364, -5.5579], [-0.2553, -5.3364, -5.7151], [-1.3624, -4.7428, -3.7949], [-0.0578, -4.5833, -2.5915], [-1.9220, -5.3211, -1.3991], [-0.9280, -6.7758, -1.5689], [-1.7001, -7.7436, -4.1405], [-3.4347, -8.0200, -3.9362], [-2.4685, -9.9806, -3.1329], [-2.9246, -9.0527, -1.6777], [-1.3047, -9.6857, -0.1549], [0.3316, -10.0044, -0.7697], [-1.0208, -11.0329, -1.2912], [-4.8926, 1.2834, 5.6791], [-3.4994, 1.3568, 5.4885], [-2.9139, 0.0803, 5.3131], [-1.5438, 0.1994, 4.6871], [-1.5662, 0.3955, 3.2821], [-1.8924, 1.7005, 2.8229], [-0.7676, 2.6994, 2.9586], [-0.6851, 3.1960, 4.2822], [0.5585, 3.8101, 4.5358], [-5.1449, 0.6889, 6.5653], [-5.2580, 2.2983, 5.8201], [-5.3889, 0.8466, 4.8042], [-3.5499, -0.5424, 4.6711], [-2.8172, -0.4069, 6.2940], [-1.0337, -0.7556, 4.8310], [-0.9589, 0.9748, 5.1866], [-2.7996, 2.0762, 3.3005], [-2.0936, 1.5804, 1.7560], [-0.9527, 3.5392, 2.2743], [0.1778, 2.2150, 2.6779], [1.3834, 3.0955, 4.4317], [0.5395, 4.1792, 5.5591], [0.7332, 4.6538, 3.8572]],
  "lowdin_charge": [0.2051, -0.3131, 0.0890, -0.1436, 0.0048, -0.0103, 0.0538, -0.5896, 0.2031, 0.1676, -0.1541, 0.1133, -0.7457, 0.8919, -0.0811, 0.6666, -0.2030, -0.2257, -0.1054, -0.3152, 0.1856, 0.0116, 0.0562, -0.3145, 0.2027, 0.0851, 0.0974, 0.1191, 0.1177, -0.1152, -0.1999, -0.2085, -0.1839, -0.1251, -0.1840, -0.2053, -0.2046, -0.1249, 0.0879, 0.0867, 0.0888, 0.1291, 0.1282, 0.1280, 0.1222, 0.1234, 0.1278, 0.1277, 0.1313, 0.0940, 0.0759, 0.0622, -0.1098, -0.1906, -0.2079, -0.1825, -0.1253, -0.1849, -0.2102, -0.1958, -0.1169, 0.0883, 0.0864, 0.0891, 0.1087, 0.1192, 0.1109, 0.1239, 0.1245, 0.1269, 0.1277, 0.1283, 0.0877, 0.0870, 0.0875, -0.1141, -0.1952, -0.2109, -0.1854, -0.1322, -0.1785, -0.2100, -0.1912, -0.1066, 0.0879, 0.0879, 0.0880, 0.1275, 0.1283, 0.1262, 0.1247, 0.1255, 0.1144, 0.1231, 0.1241, 0.0906, 0.0879, 0.0845],
  "total_energy_ha": -3438.26621,
  "total_charge": 0,
  "homo_ev": -9.191,
  "orbital_gap_ev": 7.4,
  "lumo_ev": -1.84
}


{
  "formula": "C28H35N3O4SSb2Zr",
  "method": "wB97M-V/def2-TZVPD",
  "elements": ["Zr", "C", "Sb", "C", "C", "C", "C", "C", "C", "C", "C", "C", "Sb", "C", "C", "H", "H", "H", "H", "H", "H", "H", "H", "H", "H", "H", "H", "H", "H", "H", "H", "H", "H", "H", "H", "C", "C", "C", "C", "C", "C", "C", "S", "O", "O", "N", "C", "C", "C", "C", "C", "N", "H", "H", "H", "H", "H", "H", "H", "H", "H", "H", "H", "O", "C", "C", "C", "C", "O", "N", "H", "H", "H", "H"],
  "xyz": [[-0.2825, 0.4661, -0.8208], [1.1954, -0.6388, 2.8381], [0.0925, 1.0048, 2.0936], [-1.3365, 1.2695, 3.6274], [1.4169, 2.6785, 2.3386], [2.5913, 2.3067, 3.1915], [2.5483, 2.6769, 4.5377], [3.5580, 2.3349, 5.4180], [4.6431, 1.6074, 4.9539], [4.6943, 1.2361, 3.6228], [3.6803, 1.5666, 2.7200], [3.9335, 1.0691, 1.3061], [2.6531, 1.0469, -0.4162], [3.7996, -0.3206, -1.5542], [3.1954, 2.8838, -1.3297], [1.8963, -0.2877, 3.5933], [1.7270, -1.1571, 2.0429], [0.4827, -1.3313, 3.2849], [-0.7786, 1.3226, 4.5621], [-2.0045, 0.4113, 3.6473], [-1.9076, 2.1837, 3.4865], [0.8286, 3.4658, 2.8105], [1.6982, 3.0585, 1.3554], [1.7054, 3.2579, 4.8939], [3.5016, 2.6399, 6.4539], [5.4476, 1.3321, 5.6218], [5.5470, 0.6698, 3.2664], [4.2470, 0.0235, 1.3652], [4.7978, 1.6026, 0.8971], [4.8561, -0.1299, -1.3700], [3.5854, -0.1853, -2.6123], [3.5581, -1.3424, -1.2698], [4.2602, 2.8459, -1.5553], [3.0045, 3.7148, -0.6530], [2.6328, 3.0344, -2.2484], [-3.0270, -7.1808, -2.2185], [-2.7087, -5.8173, -1.6838], [-1.6458, -5.0759, -2.2048], [-1.3299, -3.8297, -1.7007], [-2.0908, -3.3260, -0.6521], [-3.1604, -4.0367, -0.1101], [-3.4576, -5.2797, -0.6347], [-1.7800, -1.7542, -0.0121], [-2.3579, -1.6228, 1.2875], [-0.2802, -1.5297, -0.1027], [-2.2173, -0.5923, -1.0498], [-2.9954, 0.5234, -0.6482], [-4.3653, 0.5782, -0.4936], [-4.9158, 1.8137, -0.1856], [-4.1022, 2.9368, -0.0627], [-2.7426, 2.8010, -0.2364], [-2.2044, 1.6028, -0.5108], [-2.6184, -7.3246, -3.2166], [-4.1032, -7.3448, -2.2535], [-2.5991, -7.9459, -1.5677], [-1.0584, -5.4876, -3.0151], [-0.5011, -3.2618, -2.1045], [-3.7292, -3.6295, 0.7141], [-4.2801, -5.8486, -0.2210], [-4.9672, -0.3094, -0.6222], [-5.9860, 1.9087, -0.0572], [-4.5213, 3.9077, 0.1568], [-2.0659, 3.6423, -0.1750], [0.5438, -0.5016, -2.6381], [0.1708, 0.4867, -3.3409], [-0.1137, 0.5706, -4.8062], [-0.6299, 2.0052, -4.9602], [-0.7296, 2.5457, -3.5416], [-1.2119, 3.5679, -3.1561], [-0.0977, 1.6126, -2.6674], [-0.8386, -0.1995, -5.0749], [0.7958, 0.3560, -5.3686], [-1.6012, 2.0788, -5.4443], [0.0545, 2.6435, -5.5204]],
  "lowdin_charge": [1.4560, -0.2523, 1.3364, -0.2617, -0.3211, -0.3106, -0.0438, -0.0543, -0.0527, -0.0401, -0.2687, -0.2893, 1.3217, -0.2791, -0.2739, 0.0250, 0.0106, 0.0315, 0.0257, 0.0170, 0.0171, 0.0713, 0.0211, 0.1173, 0.1162, 0.1165, 0.1236, 0.0676, 0.0797, 0.0276, 0.0164, 0.0218, 0.0277, 0.0169, 0.0050, -0.0252, -0.2317, -0.0071, -0.0355, -0.3071, -0.0313, -0.0049, 0.6521, -0.2550, -0.4943, -0.2056, -0.3961, 0.0358, 0.0044, -0.0149, -0.0858, -0.0571, 0.0864, 0.0916, 0.1012, 0.1263, 0.1148, 0.1200, 0.1303, 0.1344, 0.1310, 0.1255, 0.1299, -0.1226, -0.4952, -0.0410, -0.0444, -0.4362, 0.1314, -0.0120, 0.1439, 0.1432, 0.1380, 0.1408],
  "total_energy_ha": -2478.51502,
  "relative_energy_ev": 0.0000,
  "total_charge": 2,
  "homo_ev": -13.528,
  "orbital_gap_ev": 7.1,
  "lumo_ev": -6.44
}


{
  "formula": "C3H8N2O",
  "method": "wB97M-V/def2-TZVPD",
  "elements": ["C", "C", "C", "N", "N", "O", "H", "H", "H", "H", "H", "H", "H", "H"],
  "xyz": [[0.3206, 0.8611, 0.6258], [-0.6522, -0.2528, 0.7306], [-2.1393, 0.0361, 0.6694], [0.0546, -0.0065, -0.4780], [2.4238, -0.7161, -1.6629], [1.6870, -1.1403, -0.6925], [-0.0243, 1.8825, 0.4966], [1.2680, 0.7679, 1.1406], [-0.3548, -1.1075, 1.3287], [-2.7190, -0.8538, 0.8966], [-2.4035, 0.3817, -0.3282], [-2.3960, 0.8168, 1.3846], [2.8800, 0.1821, -1.5096], [2.0552, -0.8511, -2.6017]],
  "lowdin_charge": [-0.1731, -0.3866, -0.0583, 0.0631, -0.0459, -0.1530, 0.1026, 0.1002, 0.1365, 0.0668, 0.0757, 0.0725, 0.0988, 0.1007],
  "total_energy_ha": -303.66390,
  "relative_energy_ev": 6.2105,
  "total_charge": 0,
  "homo_ev": [-8.728, -8.727],
  "orbital_gap_ev": [9.3, 9.3],
  "lumo_ev": [0.61, 0.55]
}


{
  "formula": "C24H42Br4GeN3O7RbSb",
  "method": "wB97M-V/def2-TZVPD",
  "elements": ["Rb", "C", "C", "C", "C", "O", "Ge", "O", "C", "C", "C", "C", "O", "C", "C", "C", "C", "H", "H", "H", "H", "H", "H", "H", "H", "H", "H", "H", "H", "H", "H", "H", "H", "H", "H", "H", "H", "H", "H", "H", "H", "H", "H", "H", "Br", "C", "C", "Br", "C", "Br", "C", "O", "C", "O", "C", "Br", "C", "O", "C", "O", "N", "N", "H", "H", "H", "H", "H", "H", "N", "C", "C", "Sb", "C", "C", "H", "H", "H", "H", "H", "H", "H", "H", "H"],
  "xyz": [[0.6316, -0.3130, -1.4895], [1.0415, 1.3983, 3.4690], [1.9071, 1.6531, 2.2317], [2.9062, 0.5178, 2.0588], [2.6618, 2.9781, 2.3944], [1.0986, 1.6635, 1.0719], [-0.0689, 3.0381, 0.5809], [-1.5849, 1.8984, 0.9097], [-2.8867, 2.2675, 0.4650], [-3.3410, 3.5486, 1.1747], [-2.9644, 2.4694, -1.0535], [-3.8380, 1.1348, 0.8372], [0.0734, 2.4894, -1.2003], [0.8100, 3.1672, -2.2068], [0.5025, 2.4739, -3.5394], [0.3706, 4.6315, -2.3003], [2.3131, 3.0941, -1.9237], [1.6488, 1.3757, 4.3792], [0.5267, 0.4396, 3.3723], [0.2876, 2.1833, 3.5678], [3.5706, 0.4342, 2.9237], [3.5043, 0.6736, 1.1592], [2.3611, -0.4208, 1.9433], [3.3546, 2.9298, 3.2397], [1.9688, 3.8043, 2.5589], [3.2343, 3.1828, 1.4874], [-2.6789, 4.3783, 0.9205], [-3.3002, 3.4030, 2.2576], [-4.3624, 3.8187, 0.8923], [-2.3350, 3.3012, -1.3619], [-3.9945, 2.6750, -1.3628], [-2.6150, 1.5770, -1.5689], [-3.8346, 0.9942, 1.9218], [-3.5290, 0.2117, 0.3430], [-4.8631, 1.3594, 0.5338], [-0.5773, 2.4359, -3.6969], [0.9165, 1.4648, -3.5905], [0.9589, 3.0209, -4.3698], [-0.7075, 4.6818, -2.4702], [0.8778, 5.1380, -3.1256], [0.5973, 5.1626, -1.3743], [2.6703, 2.0610, -1.9118], [2.5368, 3.5565, -0.9590], [2.8760, 3.6248, -2.6978], [-2.2168, -5.8953, -5.7911], [-2.0691, -4.3763, -4.6708], [-3.0900, -3.3750, -4.7088], [-4.5493, -3.5878, -5.8912], [-3.0170, -2.2695, -3.9019], [-4.3351, -0.9155, -3.9064], [-1.9272, -2.0578, -2.9815], [-1.8484, -1.0687, -2.2417], [-0.8339, -3.0898, -2.9623], [0.1460, -2.9314, -2.2455], [-0.9944, -4.2411, -3.8375], [0.3876, -5.5155, -3.7360], [-2.8395, -1.1064, 4.3230], [-2.5980, -2.3194, 3.6317], [-1.7244, -2.3298, 2.5718], [-1.3424, -3.3839, 2.1410], [-1.3591, -1.0926, 2.1480], [-0.4635, -0.9686, 1.0515], [-3.3779, -1.3790, 5.2285], [-3.4627, -0.4246, 3.7416], [-1.9070, -0.6036, 4.5853], [-1.9961, -0.3132, 2.2537], [-0.2246, 0.0288, 1.1023], [-1.0215, -1.0718, 0.1977], [3.1060, -0.5483, -3.1010], [3.4782, -1.4575, -2.4675], [2.2357, -3.4608, 2.6751], [2.5266, -2.9695, 0.5936], [4.6673, -2.7971, 0.7802], [2.5858, -5.0227, -0.0470], [3.1408, -3.8777, 3.1190], [1.4226, -4.1890, 2.7265], [1.9294, -2.5824, 3.2438], [5.0549, -3.5568, 1.4618], [4.9394, -1.8058, 1.1427], [5.0790, -2.9232, -0.2202], [3.2587, -5.6040, 0.5870], [2.9311, -5.0471, -1.0800], [1.5836, -5.4487, -0.0061]],
  "lowdin_charge": [0.7608, -0.0392, -0.7203, -0.0433, -0.0706, -0.3675, 0.9268, -0.3364, -0.7128, -0.0710, -0.0377, -0.0432, -0.4262, -0.7270, -0.0462, -0.0695, -0.0359, 0.0782, 0.0654, 0.0758, 0.0871, 0.0947, 0.0246, 0.0760, 0.0488, 0.0765, 0.0503, 0.0777, 0.0741, 0.0590, 0.0827, 0.0773, 0.0607, 0.0871, 0.0816, 0.0869, 0.0385, 0.0821, 0.0739, 0.0752, 0.0524, 0.0644, 0.0674, 0.0829, 0.6629, -0.7579, -0.7579, 0.6646, -0.6486, 0.7372, -0.4267, -0.1428, -0.4186, -0.1037, -0.6427, 0.7622, -0.0851, -0.0406, -0.5717, 0.0990, 0.0119, 0.0083, 0.0860, 0.0725, 0.0923, 0.0968, 0.0189, 0.0267, -0.2439, -0.4153, -0.3540, 1.2587, -0.3574, -0.3440, -0.0151, -0.0126, -0.0210, -0.0145, -0.0184, -0.0228, -0.0090, -0.0092, -0.0067],
  "multiplicity": 2,
  "total_energy_ha": -14268.07097,
  "s2": 0.7696,
  "relative_energy_ev": 0.5584,
  "total_charge": -2,
  "homo_ev": [-2.539, -2.738],
  "orbital_gap_ev": [6.2, 6.1],
  "lumo_ev": [3.66, 3.39]
}